{"formula": "C25H27ClN4O3", "method": "the ωB97M-V functional and the def2-TZVPD basis", "species": ["C", "N", "C", "C", "C", "C", "N", "C", "O", "C", "C", "C", "C", "C", "C", "Cl", "C", "O", "N", "C", "C", "N", "C", "C", "O", "C", "C", "C", "C", "C", "C", "C", "C", "H", "H", "H", "H", "H", "H", "H", "H", "H", "H", "H", "H", "H", "H", "H", "H", "H", "H", "H", "H", "H", "H", "H", "H", "H", "H", "H"], "coordinates": [[-5.99, -2.96, 0.18], [-4.67, -2.41, 0.30], [-3.54, -2.89, -0.30], [-2.45, -2.11, 0.01], [-1.12, -2.34, -0.52], [-0.24, -1.38, -0.87], [-0.54, -0.03, -0.77], [0.39, 0.95, -0.71], [1.59, 0.72, -0.70], [-0.13, 2.34, -0.54], [0.75, 3.22, 0.10], [0.41, 4.53, 0.35], [-0.83, 5.01, -0.04], [-1.71, 4.16, -0.70], [-1.36, 2.84, -0.94], [-2.53, 1.90, -1.81], [1.07, -1.72, -1.54], [1.24, -1.56, -2.72], [1.96, -2.32, -0.71], [3.31, -2.58, -1.16], [4.21, -1.33, -1.18], [4.96, -1.14, 0.06], [4.10, -0.81, 1.19], [4.95, -0.60, 2.44], [5.93, 0.40, 2.26], [6.75, 0.07, 1.17], [5.94, -0.09, -0.11], [-2.93, -1.09, 0.90], [-2.34, -0.07, 1.64], [-3.13, 0.73, 2.43], [-4.51, 0.54, 2.51], [-5.12, -0.50, 1.84], [-4.33, -1.31, 1.04], [-5.96, -3.83, -0.47], [-6.37, -3.26, 1.16], [-6.67, -2.22, -0.25], [-3.59, -3.75, -0.94], [-0.86, -3.36, -0.73], [-1.52, 0.20, -0.68], [1.72, 2.83, 0.39], [1.11, 5.19, 0.85], [-1.11, 6.03, 0.14], [-2.67, 4.53, -1.02], [1.79, -2.26, 0.28], [3.23, -2.96, -2.18], [3.75, -3.35, -0.52], [3.58, -0.46, -1.41], [4.94, -1.45, -1.98], [3.42, -1.64, 1.38], [3.51, 0.10, 0.98], [4.33, -0.28, 3.28], [5.45, -1.56, 2.69], [7.47, 0.89, 1.08], [7.29, -0.87, 1.38], [6.61, -0.36, -0.93], [5.46, 0.87, -0.36], [-1.27, 0.08, 1.62], [-2.68, 1.53, 3.00], [-5.10, 1.19, 3.14], [-6.18, -0.67, 1.92]], "lowdin_charge": [-0.02, -0.10, -0.01, -0.16, 0.02, -0.15, 0.12, -0.40, 0.07, -0.13, -0.01, -0.07, -0.07, -0.11, -0.57, 0.75, -0.48, 0.10, 0.07, -0.15, -0.18, -0.17, -0.17, -0.20, -0.13, -0.20, -0.18, -0.12, -0.04, -0.09, -0.09, -0.01, -0.18, 0.09, 0.10, 0.10, 0.13, 0.12, 0.05, 0.12, 0.11, 0.11, 0.10, 0.13, 0.12, 0.12, 0.11, 0.12, 0.11, 0.12, 0.12, 0.13, 0.12, 0.13, 0.12, 0.13, 0.11, 0.10, 0.10, 0.11], "smiles": "Cn1cc(/C=C(\\NC(=O)c2ccccc2Cl)C(=O)NCCN2CCOCC2)c2ccccc21", "charge": 0, "relative_energy_kj_mol": 0.0, "homo_energy_ev": -7.66, "e_lumo_ha": 0.0116, "largest_force_ev_per_a": 0.5, "total_energy_ev": -50989.15840}



{"formula": "C5H9N", "method": "the ωB97M-V functional and the def2-TZVPD basis", "species": ["C", "C", "C", "C", "C", "N", "H", "H", "H", "H", "H", "H", "H", "H", "H"], "coordinates": [[1.29, -1.61, -0.06], [0.28, -0.72, 0.64], [-0.48, 0.10, -0.40], [-1.35, 1.25, 0.22], [-0.53, 2.31, -0.37], [0.31, 2.81, -0.99], [2.00, -1.01, -0.65], [1.87, -2.20, 0.66], [0.79, -2.30, -0.75], [0.80, -0.02, 1.31], [-0.40, -1.31, 1.26], [0.25, 0.65, -1.01], [-1.08, -0.51, -1.08], [-1.36, 1.28, 1.33], [-2.39, 1.29, -0.10]], "lowdin_charge": [-0.12, -0.28, -0.23, -0.14, -0.26, 0.13, 0.08, 0.07, 0.08, 0.12, 0.11, 0.09, 0.12, 0.12, 0.11], "smiles": "CCCCC#N", "charge": 0, "relative_energy_kj_mol": 88.0, "homo_energy_ev": -10.77, "e_lumo_ha": 0.0356, "largest_force_ev_per_a": 1.4, "total_energy_ev": -6820.08288}



{"formula": "C39H40InN3O6PS3Te2", "method": "the ωB97M-V functional and the def2-TZVPD basis", "species": ["In", "S", "C", "S", "C", "C", "N", "C", "N", "C", "C", "C", "C", "C", "O", "C", "C", "C", "C", "C", "C", "C", "O", "C", "C", "C", "N", "C", "C", "Te", "C", "C", "C", "C", "C", "C", "C", "C", "C", "C", "C", "C", "H", "H", "H", "H", "H", "H", "H", "H", "H", "H", "H", "H", "H", "H", "H", "H", "H", "H", "H", "H", "H", "H", "H", "H", "C", "C", "O", "P", "O", "Te", "O", "C", "C", "H", "H", "H", "H", "H", "H", "H", "H", "H", "H", "C", "S", "C", "O", "H", "H", "H", "H", "H", "H"], "coordinates": [[1.42, 0.21, 0.57], [2.73, 1.29, 2.55], [1.55, 2.49, 2.62], [0.34, 2.44, 1.45], [1.53, 3.48, 3.68], [0.61, 4.52, 3.63], [-0.24, 5.35, 3.67], [2.36, 3.41, 4.82], [3.04, 3.24, 5.75], [-1.84, -5.45, -1.28], [-1.89, -4.03, -0.91], [-1.49, -3.60, 0.34], [-1.15, -2.28, 0.62], [-0.55, -1.98, 1.94], [0.50, -1.30, 2.08], [-1.00, -2.73, 3.14], [-2.34, -2.96, 3.43], [-2.77, -3.11, 4.74], [-1.85, -3.30, 5.79], [-0.47, -3.23, 5.49], [-0.04, -2.95, 4.23], [-1.20, -1.36, -0.49], [-0.54, -0.20, -0.36], [-1.88, -1.71, -1.68], [-2.20, -3.06, -1.83], [-2.57, -0.70, -2.59], [-3.25, 0.27, -2.22], [-3.42, 1.19, -1.13], [-3.35, 2.56, -1.81], [-2.21, 4.16, -0.83], [-3.59, 5.42, 0.28], [-3.03, 6.20, 1.30], [-3.95, 6.76, 2.24], [-5.28, 6.36, 2.23], [-5.78, 5.56, 1.19], [-4.98, 5.24, 0.15], [-2.52, -1.03, -4.09], [-1.33, -1.42, -4.66], [-1.30, -2.18, -5.77], [-2.54, -2.40, -6.52], [-3.70, -1.83, -6.00], [-3.74, -1.17, -4.72], [-2.12, -6.13, -0.47], [-0.80, -5.60, -1.52], [-2.46, -5.68, -2.14], [-1.15, -4.38, 1.02], [-3.03, -2.77, 2.54], [-3.83, -3.19, 4.95], [-2.25, -3.35, 6.82], [0.27, -3.38, 6.31], [0.98, -2.88, 3.93], [-2.72, -3.37, -2.71], [-2.67, 1.02, -0.26], [-4.40, 0.96, -0.68], [-4.38, 3.00, -2.03], [-2.86, 2.53, -2.83], [-1.91, 6.36, 1.42], [-3.49, 7.50, 2.92], [-6.01, 6.70, 2.93], [-6.78, 5.20, 1.29], [-5.32, 4.66, -0.70], [-0.44, -1.24, -3.99], [-0.45, -2.83, -6.10], [-2.47, -2.77, -7.58], [-4.67, -1.98, -6.58], [-4.63, -0.88, -4.21], [5.75, -4.55, 1.55], [4.85, -3.40, 1.92], [5.25, -2.22, 1.16], [4.41, -1.43, 0.12], [2.90, -1.36, 0.56], [4.51, -2.22, -2.17], [4.96, 0.05, 0.16], [6.44, 0.10, -0.11], [6.95, 1.53, -0.34], [5.71, -5.30, 2.34], [6.79, -4.31, 1.58], [5.53, -4.95, 0.50], [4.99, -3.06, 2.94], [3.78, -3.64, 1.66], [6.54, -0.45, -1.05], [7.01, -0.50, 0.62], [6.37, 1.88, -1.18], [8.04, 1.66, -0.61], [6.86, 2.17, 0.53], [3.05, 2.11, -3.48], [3.01, 2.16, -1.71], [1.78, 3.49, -1.42], [2.23, 0.89, -1.32], [2.27, 1.41, -3.78], [4.08, 1.76, -3.79], [2.89, 3.10, -4.00], [1.84, 4.35, -2.17], [2.01, 3.93, -0.48], [0.74, 3.12, -1.39]], "lowdin_charge": [0.49, 0.66, -1.16, 0.60, -0.39, -0.29, 0.12, -0.28, 0.12, -0.06, -0.30, 0.00, -0.07, -0.22, -0.01, -0.12, -0.04, -0.09, -0.07, -0.09, 0.00, -0.23, -0.17, -0.05, 0.02, -0.20, 0.08, -0.29, -0.49, 1.23, -0.54, -0.15, -0.08, -0.10, -0.11, -0.16, -0.19, -0.07, -0.08, -0.10, -0.10, -0.03, 0.08, 0.08, 0.08, 0.13, 0.14, 0.10, 0.10, 0.12, 0.11, 0.12, 0.12, 0.12, 0.05, 0.05, 0.11, 0.10, 0.08, 0.09, 0.08, 0.15, 0.11, 0.11, 0.11, 0.10, -0.09, -0.23, -0.29, 0.10, -0.45, 0.23, -0.32, -0.26, -0.07, 0.07, 0.06, 0.10, 0.12, 0.13, 0.02, 0.11, 0.05, 0.09, 0.07, -0.26, 0.92, -0.26, -0.60, 0.06, 0.07, 0.08, 0.08, 0.01, 0.01], "charge": -1, "relative_energy_kj_mol": 48.0, "homo_energy_ev": -4.77, "e_lumo_ha": 0.0523, "largest_force_ev_per_a": 4.6, "total_energy_ev": -119402.71666}



{"formula": "C45H76B2F3Hg3N4O23S", "method": "the ωB97M-V functional and the def2-TZVPD basis", "species": ["Hg", "Hg", "Hg", "O", "C", "O", "B", "O", "C", "O", "O", "C", "O", "C", "O", "O", "O", "C", "O", "B", "O", "C", "O", "O", "C", "O", "C", "O", "O", "C", "F", "F", "F", "S", "O", "O", "O", "C", "C", "C", "C", "C", "C", "N", "O", "C", "C", "C", "H", "H", "H", "H", "H", "H", "H", "H", "H", "H", "H", "H", "H", "H", "H", "H", "H", "H", "H", "C", "C", "C", "C", "C", "C", "N", "O", "C", "C", "C", "H", "H", "H", "H", "H", "H", "H", "H", "H", "H", "H", "H", "H", "H", "H", "H", "H", "H", "H", "C", "C", "C", "C", "C", "C", "N", "O", "C", "C", "C", "H", "H", "H", "H", "H", "H", "H", "H", "H", "H", "H", "H", "H", "H", "H", "H", "H", "H", "H", "C", "C", "C", "C", "C", "C", "N", "O", "C", "C", "C", "H", "H", "H", "H", "H", "H", "H", "H", "H", "H", "H", "H", "H", "H", "H", "H", "H", "H", "H"], "coordinates": [[22.19, -1.30, 15.47], [14.22, -1.50, 9.74], [22.66, 2.32, 11.58], [14.33, 0.68, 14.00], [15.50, 0.87, 13.52], [16.36, 1.69, 14.03], [17.67, 1.31, 13.47], [17.44, 0.33, 12.37], [16.13, 0.00, 12.40], [15.53, -0.73, 11.62], [18.51, 0.69, 14.52], [19.73, 1.07, 14.33], [20.71, 0.55, 14.85], [19.75, 2.20, 13.25], [18.52, 2.34, 12.81], [20.72, 2.86, 12.94], [16.13, -2.83, 9.94], [17.31, -2.93, 10.05], [18.06, -1.98, 10.65], [19.46, -2.44, 10.59], [19.45, -3.64, 9.66], [18.28, -3.89, 9.32], [17.94, -4.82, 8.60], [20.14, -2.84, 11.88], [20.88, -1.83, 12.31], [21.50, -1.80, 13.36], [20.83, -0.73, 11.22], [20.11, -1.20, 10.13], [21.52, 0.33, 11.37], [25.99, 1.22, 14.34], [25.74, 1.98, 15.43], [26.81, 1.78, 13.40], [26.42, -0.03, 14.77], [24.19, 0.94, 13.59], [24.28, 0.86, 12.14], [23.69, -0.31, 14.24], [23.42, 2.11, 13.80], [15.76, -6.29, 5.78], [16.80, -7.42, 5.52], [16.82, -8.11, 6.90], [15.59, -8.96, 7.03], [15.55, -10.10, 6.04], [15.40, -9.47, 4.60], [16.47, -8.43, 4.37], [16.54, -7.90, 3.16], [15.70, -10.61, 3.60], [13.95, -9.04, 4.30], [18.14, -6.88, 5.26], [14.84, -6.65, 5.31], [16.05, -5.35, 5.32], [15.53, -5.96, 6.79], [17.67, -8.79, 7.02], [16.75, -7.35, 7.68], [14.61, -8.49, 7.07], [15.64, -9.27, 8.08], [14.63, -10.61, 6.32], [16.46, -10.67, 6.19], [16.72, -10.97, 3.41], [14.96, -11.37, 3.84], [15.29, -10.32, 2.63], [13.26, -9.87, 4.15], [13.66, -8.50, 5.21], [13.91, -8.40, 3.42], [18.28, -6.24, 4.39], [18.83, -7.70, 5.05], [18.31, -6.08, 5.98], [17.31, -8.38, 2.84], [22.40, -6.24, 16.92], [23.06, -4.89, 17.17], [24.48, -4.89, 17.92], [25.51, -5.57, 17.04], [25.70, -4.84, 15.73], [24.36, -4.56, 14.98], [23.21, -4.23, 15.89], [21.99, -3.92, 15.28], [24.71, -3.34, 13.99], [23.90, -5.73, 14.07], [22.27, -3.99, 18.10], [21.92, -6.60, 17.83], [23.16, -6.93, 16.53], [21.65, -6.12, 16.14], [24.86, -3.89, 18.11], [24.42, -5.19, 18.97], [25.21, -6.57, 16.75], [26.39, -5.62, 17.68], [26.39, -5.33, 15.04], [26.20, -3.88, 15.84], [25.20, -2.48, 14.44], [25.48, -3.59, 13.27], [23.89, -3.00, 13.36], [23.76, -6.68, 14.59], [22.97, -5.61, 13.53], [24.60, -5.86, 13.24], [22.81, -3.11, 18.44], [22.29, -4.62, 19.00], [21.27, -3.73, 17.78], [21.59, -4.78, 15.10], [24.19, -2.61, 9.19], [24.70, -1.47, 8.22], [25.41, -2.21, 7.09], [24.70, -2.64, 5.79], [23.86, -1.37, 5.40], [22.89, -0.74, 6.52], [23.65, -0.55, 7.70], [23.06, 0.06, 8.77], [22.40, 0.55, 5.98], [21.87, -1.81, 6.64], [25.81, -0.74, 8.94], [23.35, -2.22, 9.76], [24.98, -2.90, 9.89], [23.90, -3.51, 8.65], [26.34, -1.75, 6.74], [25.80, -3.19, 7.34], [24.05, -3.52, 5.85], [25.41, -2.93, 5.02], [23.25, -1.60, 4.53], [24.51, -0.55, 5.11], [21.80, 1.27, 6.54], [23.31, 1.10, 5.75], [21.86, 0.32, 5.06], [21.27, -2.00, 5.75], [22.13, -2.82, 6.98], [21.18, -1.55, 7.44], [26.23, 0.08, 8.36], [26.65, -1.42, 9.09], [25.39, -0.45, 9.91], [22.29, -0.51, 8.87], [18.97, -7.01, 11.81], [20.12, -8.00, 11.54], [19.53, -9.23, 10.70], [20.56, -9.76, 9.66], [21.10, -8.60, 8.80], [21.93, -7.60, 9.59], [21.05, -7.08, 10.69], [21.55, -5.99, 11.38], [23.20, -8.21, 10.09], [22.11, -6.30, 8.69], [20.93, -8.59, 12.79], [18.18, -7.49, 12.37], [18.59, -6.61, 10.87], [19.33, -6.12, 12.34], [19.29, -10.00, 11.44], [18.64, -8.97, 10.13], [19.99, -10.40, 8.99], [21.37, -10.40, 10.02], [20.42, -8.10, 8.11], [21.75, -9.25, 8.22], [23.23, -9.21, 10.52], [23.97, -8.22, 9.33], [23.59, -7.57, 10.89], [21.49, -6.15, 7.81], [22.01, -5.32, 9.16], [23.11, -6.41, 8.27], [21.22, -7.74, 13.41], [21.86, -8.97, 12.38], [20.46, -9.27, 13.50], [20.91, -5.30, 11.16]], "lowdin_charge": [1.40, 1.15, 1.44, 0.12, -0.32, 0.28, -0.81, 0.22, -0.28, -0.05, 0.29, -0.33, 0.05, -0.33, 0.30, 0.06, -0.03, -0.31, 0.23, -0.78, 0.26, -0.42, 0.14, 0.26, -0.30, 0.02, -0.19, 0.25, 0.00, -0.47, 0.15, 0.16, 0.11, 0.59, -0.36, -0.42, -0.33, 0.01, -0.43, -0.15, -0.22, -0.10, -0.44, -0.02, 0.09, -0.03, 0.00, -0.05, 0.08, 0.09, 0.09, 0.12, 0.11, 0.11, 0.12, 0.13, 0.13, 0.10, 0.10, 0.08, 0.11, 0.07, 0.10, 0.09, 0.10, 0.09, 0.15, 0.02, -0.50, -0.10, -0.17, -0.12, -0.40, -0.09, -0.08, -0.03, -0.02, -0.05, 0.11, 0.08, 0.08, 0.12, 0.13, 0.11, 0.13, 0.13, 0.11, 0.06, 0.09, 0.06, 0.08, 0.06, 0.10, 0.08, 0.10, 0.08, 0.08, -0.01, -0.46, -0.16, -0.15, -0.10, -0.55, -0.11, -0.02, -0.02, -0.04, -0.04, 0.06, 0.08, 0.07, 0.12, 0.12, 0.10, 0.12, 0.12, 0.12, 0.09, 0.10, 0.10, 0.10, 0.08, 0.07, 0.10, 0.09, 0.06, 0.06, -0.03, -0.38, -0.10, -0.16, -0.13, -0.46, -0.08, -0.02, -0.03, 0.00, 0.01, 0.09, 0.07, 0.07, 0.11, 0.10, 0.11, 0.11, 0.11, 0.13, 0.09, 0.09, 0.08, 0.08, 0.06, 0.08, 0.05, 0.07, 0.09, 0.07], "charge": 3, "homo_energy_ev": -13.48, "e_lumo_ha": -0.4356, "largest_force_ev_per_a": 7.7, "total_energy_ev": -133780.99301}



Q: Which of these has the lowest charge?
A: C39H40InN3O6PS3Te2



Q: Which of these has the lowest charge?
A: C39H40InN3O6PS3Te2